Record 1
Below is an isolated molecule of C20H16F7N3O2 at a distorted geometry, with properties calculated with the ωB97M-V functional and the def2-TZVPD basis.

```
48
Properties=species:S:1:pos:R:3:forces:R:3:nbo_charge:R:1
C -2.0852 -2.9920 -1.1532 0.44 0.64 0.46 -0.619
C -3.2317 -2.5020 -0.2490 -0.90 0.38 -0.11 -0.027
C -4.3801 -3.4957 -0.2656 -0.66 0.20 -0.49 -0.598
C -3.7672 -1.1468 -0.8008 0.90 -1.05 0.05 -0.503
C -2.9521 0.0377 -0.3890 -0.90 1.45 0.22 0.559
O -3.2713 1.1142 -0.8909 0.98 -0.36 0.29 -0.570
C -1.9650 -0.0653 0.6992 0.30 -1.96 1.44 -0.193
C -1.9516 -1.2118 1.5022 1.33 2.24 -1.22 0.303
C -2.8279 -2.3818 1.2448 -0.39 0.27 -0.59 -0.453
N -1.0275 -1.3188 2.5488 -0.20 -1.30 1.06 -0.595
C -0.2198 -0.2642 2.9304 1.35 2.40 -1.09 0.302
N 0.6635 -0.0319 3.9709 -0.94 -1.00 -0.14 -0.350
N 1.2732 1.1856 3.9025 0.20 -0.37 -0.20 -0.208
C 0.8595 1.7687 2.7844 -1.83 -2.45 0.09 0.040
C 1.3769 3.1232 2.3105 -0.53 -0.35 1.02 0.974
F 2.0204 3.7557 3.3388 -0.04 -0.63 -1.44 -0.312
F 2.1551 2.9463 1.2245 0.17 0.45 0.76 -0.309
F 0.3807 3.9581 1.9309 0.23 -0.47 0.07 -0.322
C -0.1085 0.8519 2.1418 0.03 1.68 -0.27 -0.125
C -0.9233 1.0381 0.8726 0.67 -0.44 -0.31 -0.273
C 0.0132 0.9875 -0.3585 0.16 -0.11 -0.01 -0.035
C -0.0045 2.0939 -1.2363 -0.31 0.07 -0.21 -0.253
C 0.7292 2.1071 -2.4121 0.21 -1.05 1.11 0.406
F 0.7302 3.1811 -3.2235 -0.11 -0.44 0.18 -0.312
C 1.4963 0.9852 -2.7077 0.43 0.28 -0.75 -0.281
C 1.6052 -0.1004 -1.8608 -1.34 0.18 1.36 -0.240
C 0.8552 -0.1279 -0.6477 0.52 2.67 -2.42 0.313
O 0.9565 -1.2399 0.1212 2.08 -1.77 2.23 -0.534
C 2.2238 -1.5316 0.7486 -1.13 1.16 0.33 1.175
F 2.6860 -0.4441 1.4585 -0.69 -1.51 -1.02 -0.318
F 3.2033 -1.9387 -0.0539 -0.47 0.62 -0.42 -0.306
F 2.0159 -2.5564 1.5767 -0.44 0.59 0.06 -0.313
H -1.1881 -2.3907 -0.9811 0.03 0.00 0.05 0.220
H -2.2880 -2.8988 -2.2154 -0.43 0.08 -0.10 0.218
H -1.8083 -4.0224 -0.9905 -0.04 -0.44 0.33 0.210
H -4.7183 -3.6537 -1.3059 0.09 -0.14 0.44 0.215
H -5.2508 -3.1097 0.3128 0.58 -0.33 -0.31 0.207
H -4.0365 -4.4313 0.1638 -0.20 -0.34 -0.01 0.205
H -4.7947 -0.9082 -0.5146 0.01 -0.27 0.11 0.241
H -3.7322 -1.2013 -1.8991 -0.18 0.18 0.29 0.241
H -2.3479 -3.3172 1.5142 0.23 -0.15 0.30 0.218
H -3.7450 -2.2885 1.8563 0.34 -0.07 -0.18 0.236
H -0.7838 -2.2533 2.8821 -0.38 0.54 -0.22 0.410
H 0.8421 -0.7221 4.7081 0.24 1.09 -0.31 0.414
H -1.4339 2.0050 0.8994 0.14 -0.04 -0.22 0.248
H -0.6537 2.9562 -1.0478 0.21 -0.43 0.21 0.242
H 2.0268 0.9619 -3.6430 0.22 0.07 -0.23 0.227
H 2.1984 -0.9750 -2.1013 0.03 0.22 -0.17 0.227
```
Positions in Å, forces in eV/Å.

Summary:
SMILES string = CC1(C)CC(=O)C2=C(C1)Nc1[nH]nc(C(F)(F)F)c1[C@H]2c1cc(F)ccc1OC(F)(F)F
LUMO = 0.2 eV
Energy relative to the best compared isomer or geometry (same formula, charge and spin) = 0.00 kcal/mol
Highest occupied orbital energy = -8.306 eV
Energy = -1785.5654 hartree
Frontier orbital gap = 8.537 eV


Record 2
Below is a structure of composition C20H16LaN4O5 at a distorted geometry, with properties calculated with the ωB97M-V functional and the def2-TZVPD basis.

```
46
Properties=species:S:1:pos:R:3:forces:R:3:mulliken_charge:R:1
La -2.8515 -2.2562 0.5618 4.93 0.59 0.70 1.736
O -4.7408 -3.9987 -2.7474 -0.11 0.04 0.05 -0.553
C -4.4900 -3.4462 -1.7148 -2.06 -0.31 -0.69 0.359
O -3.3162 -3.2243 -1.2122 -0.27 -1.33 -2.39 -0.693
C -5.6211 -2.8939 -0.7908 -0.02 -0.15 -0.29 0.366
C -6.9945 -2.9342 -0.9991 0.42 -0.07 -0.10 -0.395
C -7.8183 -2.3689 -0.0305 0.20 0.00 0.02 -0.270
C -7.2789 -1.7843 1.1114 0.38 0.10 0.20 -0.422
C -5.8961 -1.7825 1.2539 -0.09 0.14 0.24 0.337
N -5.1271 -2.3281 0.3108 -2.51 -0.13 -0.27 -0.165
C -5.0442 -1.1945 2.4225 -2.00 0.17 0.17 0.314
O -5.5592 -0.6550 3.3603 -0.10 -0.04 -0.07 -0.556
O -3.7745 -1.3708 2.2223 -0.81 1.01 2.00 -0.712
H -7.3959 -3.3909 -1.8906 0.02 -0.04 -0.07 0.497
H -8.8892 -2.3836 -0.1679 -0.07 0.00 0.00 0.457
H -7.9059 -1.3409 1.8695 0.01 0.04 0.08 0.494
C 6.2872 5.1329 0.2706 0.08 0.10 -0.03 -1.380
C 5.3199 4.1579 -0.3142 -0.14 -0.15 0.01 0.652
C 4.4421 3.4384 0.4853 0.19 0.10 -0.16 -0.822
C 3.5313 2.5499 -0.0592 -0.15 -0.07 -0.15 -0.242
C 3.4939 2.3465 -1.4355 0.32 0.28 0.38 0.522
N 2.5575 1.5090 -2.0695 -0.03 0.27 -0.63 -0.059
C 1.7745 0.5146 -1.5920 0.25 -0.28 0.39 0.304
O 0.7716 0.1409 -2.1600 -0.30 -0.10 -0.13 -0.697
N 2.2459 -0.0888 -0.4171 0.48 0.45 -0.48 -0.206
C 1.5828 -1.0180 0.3341 -0.53 -0.42 0.33 -0.063
C 2.2431 -1.6794 1.3812 -0.42 0.10 -0.32 -0.452
C 1.5448 -2.5833 2.1530 -0.24 -0.09 0.05 -0.652
C 0.1989 -2.8104 1.9009 0.07 0.18 -0.20 -0.180
N -0.4487 -2.1850 0.9022 2.48 -0.08 0.55 -0.505
C 0.2280 -1.3207 0.1282 -0.08 -0.12 0.01 0.187
C 4.3656 3.0723 -2.2470 -0.10 -0.17 0.07 -0.620
C 5.2584 3.9641 -1.6927 -0.10 -0.03 0.18 -0.736
H 6.2591 5.1121 1.3559 0.05 0.04 0.08 0.347
H 6.0503 6.1422 -0.0628 0.03 0.10 0.04 0.326
H 7.2997 4.9088 -0.0596 0.10 0.02 0.04 0.344
H 4.4506 3.5876 1.5545 0.02 0.03 0.12 0.319
H 2.8227 2.0652 0.5951 -0.06 0.01 0.03 0.563
H 2.3160 1.7876 -3.0136 -0.14 -0.16 0.22 0.291
H 3.2065 0.1055 -0.1638 -0.15 0.00 -0.04 0.378
H 3.2867 -1.4829 1.5736 0.13 0.02 0.02 0.421
H 2.0335 -3.1133 2.9551 0.04 -0.03 0.07 0.405
H -0.3700 -3.5122 2.5084 0.07 0.11 -0.07 0.340
H -0.2898 -0.8594 -0.7163 0.10 -0.13 0.28 0.636
H 4.3269 2.9409 -3.3180 0.01 -0.04 -0.14 0.380
H 5.9144 4.5302 -2.3362 0.09 0.04 -0.10 0.407
```
Positions in Å, forces in eV/Å.

Summary:
Charge = +1
LUMO = -3.8 eV
Energy relative to the best compared isomer or geometry (same formula, charge and spin) = 7.73 kcal/mol
Highest occupied orbital energy = -10.841 eV
Energy = -1398.4857 hartree
Frontier orbital gap = 7.078 eV


Record 3
Below is an isolated molecule of C20H16O7 at a distorted geometry, with properties calculated with the ωB97M-V functional and the def2-TZVPD basis.

```
43
Properties=species:S:1:pos:R:3:forces:R:3:nbo_charge:R:1
C -1.2706 -4.7468 3.5396 -2.40 0.59 1.08 -0.236
O -0.1545 -3.9503 3.3865 1.28 -0.48 0.62 -0.510
C -0.1778 -3.0461 2.3975 0.11 2.17 0.36 0.281
C -0.3305 -1.6884 2.8118 0.48 -0.84 -1.63 -0.323
C -0.2527 -0.6155 1.9324 -0.28 -0.15 -1.16 0.389
C -0.2035 -0.8983 0.5491 0.98 -2.11 0.75 -0.150
C 0.0212 -2.2591 0.1720 -0.06 0.34 -0.25 -0.168
C 0.0813 -3.3670 1.0860 -0.27 0.26 -1.93 0.209
O 0.3609 -4.7158 0.7212 -0.45 1.01 0.17 -0.527
C -0.7884 -5.4248 0.1603 2.16 1.08 -1.46 -0.236
C -0.2160 0.2093 -0.4551 -2.22 0.38 -0.49 0.128
O -1.1058 -0.1716 -1.5492 0.89 0.21 -0.08 -0.712
C 1.2249 0.6029 -0.9549 -0.33 -0.68 0.99 0.556
O 2.2026 -0.0409 -0.6962 0.29 -1.35 0.25 -0.508
C 1.3664 1.8690 -1.5944 -1.30 0.89 1.08 -0.277
C 2.5876 2.3050 -2.1147 1.54 0.85 -2.98 -0.139
C 2.6516 3.5349 -2.8192 -1.64 0.66 1.51 -0.252
C 1.4750 4.3846 -2.7490 2.04 -2.60 0.17 0.309
O 1.2829 5.5811 -3.3222 -1.34 0.89 0.13 -0.402
C -0.0206 5.9426 -2.9590 -1.43 -1.60 2.00 0.095
C -0.6084 5.0015 -2.1264 1.11 1.18 -1.85 -0.293
C 0.3732 3.9505 -2.0400 -1.14 1.66 0.22 -0.126
C 0.2967 2.7465 -1.3966 -0.88 -0.39 -0.45 0.341
O -0.9533 2.5280 -0.7701 1.96 -0.97 0.58 -0.507
C -0.9485 1.4279 0.2290 2.38 -0.49 -2.88 0.068
C -0.1502 1.7213 1.4523 0.16 2.52 0.04 -0.103
O -0.2698 0.6890 2.3811 -0.69 -0.66 1.33 -0.503
H -1.0581 -5.7450 3.8517 0.79 -0.71 0.05 0.189
H -1.8401 -4.8042 2.6033 -0.16 0.09 0.40 0.172
H -1.9051 -4.3305 4.4067 0.47 -0.38 -1.43 0.167
H -0.4378 -1.5849 3.8413 -0.15 0.56 1.61 0.230
H 0.1657 -2.3672 -0.9174 -0.07 -0.47 0.72 0.236
H -0.7575 -5.3153 -0.9478 -0.04 -0.33 0.67 0.180
H -1.5928 -4.8960 0.5162 -2.43 0.85 0.59 0.171
H -0.8446 -6.4512 0.4623 0.45 -0.49 0.25 0.191
H -1.3864 0.6381 -2.0220 0.34 -0.45 0.38 0.480
H 3.4891 1.6073 -2.2649 -1.72 1.01 0.77 0.254
H 3.5423 3.9705 -3.2305 0.36 -0.34 -0.28 0.229
H -0.5770 6.8424 -3.1930 1.18 0.26 -0.75 0.220
H -1.6373 5.0185 -1.7748 0.47 0.03 0.02 0.245
H -1.9977 1.2350 0.3569 -0.27 -0.35 0.47 0.226
H -0.5842 2.7338 1.7807 0.79 -1.61 0.60 0.210
H 0.9476 1.8791 1.2596 -0.97 -0.01 -0.21 0.195
```
Positions in Å, forces in eV/Å.

Summary:
SMILES string = COc1cc2c(cc1OC)[C@]1(O)C(=O)c3ccc4occc4c3O[C@@H]1CO2
LUMO = 0.1 eV
Energy relative to the best compared isomer or geometry (same formula, charge and spin) = 0.81 kcal/mol
Highest occupied orbital energy = -8.523 eV
Energy = -1298.2809 hartree
Frontier orbital gap = 8.590 eV


Record 4
Below is a structure of composition C20H17BrF2N6O2Tc, with properties calculated with the ωB97M-V functional and the def2-TZVPD basis.

```
49
Properties=species:S:1:pos:R:3:forces:R:3:nbo_charge:R:1
Tc -0.7100 -1.7755 -2.5153 -0.17 0.30 0.36 1.369
Br 0.6149 4.1245 5.3594 0.01 -0.01 -0.01 0.176
C 1.2460 2.4217 4.9197 0.00 -0.03 0.00 -0.031
C 1.6809 2.1737 3.6128 -0.01 0.00 0.04 -0.231
C 2.1406 0.9226 3.2749 -0.02 0.02 0.07 -0.192
C 2.1619 -0.0760 4.2584 -0.03 0.11 -0.06 0.061
C 1.7679 0.1823 5.5737 -0.01 0.04 -0.05 -0.141
C 1.2892 1.4337 5.9007 0.00 0.04 -0.02 -0.235
N 2.6342 -1.3635 4.0128 0.18 -0.22 0.08 0.025
N 2.9087 -1.8604 2.9516 -0.22 0.09 0.01 0.038
C 2.4509 -1.8292 1.6740 0.18 -0.06 0.01 0.016
C 3.4010 -2.0543 0.6655 -0.04 0.02 -0.13 -0.077
C 3.0580 -2.0674 -0.6716 -0.02 0.01 0.12 -0.272
C 1.7187 -1.9325 -1.0323 0.00 0.04 0.13 0.430
O 1.2912 -1.9758 -2.2562 0.09 -0.18 -0.17 -0.702
C 0.7260 -1.7717 -0.0027 0.10 -0.09 0.11 0.106
N -0.5644 -1.6948 -0.4389 0.06 0.03 -0.40 -0.413
C -1.5464 -1.5880 0.4357 -0.09 0.01 0.04 0.104
C -1.2975 -1.5728 1.8138 0.02 0.00 -0.03 -0.219
C -0.0101 -1.6454 2.2765 0.01 0.00 -0.04 -0.111
C 1.0517 -1.7312 1.3539 -0.10 0.00 -0.06 -0.006
H 1.6661 2.9689 2.8821 0.00 0.02 -0.01 0.249
H 2.5021 0.7291 2.2746 0.00 0.01 -0.03 0.235
H 1.8421 -0.6021 6.3139 0.00 -0.03 0.01 0.256
H 0.9674 1.6548 6.9079 0.00 0.01 0.01 0.259
H 4.4301 -2.1958 0.9666 0.03 0.00 0.00 0.258
H 3.8035 -2.2059 -1.4409 0.01 -0.01 -0.02 0.265
H -2.5535 -1.5252 0.0472 0.00 0.01 0.00 0.249
H -2.1341 -1.5086 2.4935 -0.01 -0.01 0.01 0.261
H 0.1772 -1.6544 3.3408 0.00 0.01 0.01 0.241
F -3.5880 -1.3876 -2.0435 -0.04 0.05 0.00 -0.357
C -2.7377 -2.3225 -2.5806 0.06 -0.01 -0.20 0.233
F -2.8044 -3.4341 -1.7777 0.05 -0.10 0.06 -0.345
H -3.1542 -2.6203 -3.5576 0.01 0.01 0.07 0.137
C -2.2909 3.1615 -4.6002 -0.03 0.05 -0.04 -0.428
N -1.6646 2.1831 -3.7256 0.01 -0.12 0.03 -0.349
C -0.7688 2.5270 -2.6353 0.03 0.00 0.03 -0.323
C -0.4163 1.1637 -2.0759 -0.01 0.03 0.12 0.682
O 0.2915 0.9099 -1.1398 0.04 0.17 -0.04 -0.557
N -1.0671 0.2056 -2.8610 -0.05 -0.37 0.02 -0.656
C -1.7807 0.8664 -3.8124 -0.04 0.10 -0.09 0.672
N -2.5020 0.2557 -4.7456 0.03 0.04 0.03 -0.754
H -2.3120 4.1176 -4.0833 0.01 -0.01 -0.02 0.248
H -3.3226 2.8799 -4.8082 -0.01 0.01 -0.01 0.224
H -1.7348 3.2722 -5.5312 -0.01 0.01 -0.01 0.232
H -1.2658 3.1402 -1.8818 0.02 0.00 -0.01 0.256
H 0.1293 3.0412 -2.9832 -0.01 0.00 0.00 0.258
H -2.7115 -0.7248 -4.6759 0.01 0.03 0.02 0.421
H -3.0134 0.7844 -5.4332 0.01 0.00 0.01 0.435
```
Positions in Å, forces in eV/Å.

Summary:
Spin multiplicity = 4
Charge = +2
LUMO (alpha / beta) = -7.3 / -7.9 eV
Energy relative to the best compared isomer or geometry (same formula, charge and spin) = 29.30 kcal/mol
Highest occupied orbital energy (alpha / beta) = -13.599 / -14.322 eV
Energy = -4105.2861 hartree
Frontier orbital gap (alpha / beta) = 6.327 / 6.394 eV
<S²> = 3.80


Record 5
Below is an isolated molecule of C20H17BrO2S at a distorted geometry, with properties calculated with the ωB97M-V functional and the def2-TZVPD basis.

```
41
Properties=species:S:1:pos:R:3:forces:R:3:nbo_charge:R:1
O 1.6359 4.1448 1.4448 0.23 -1.23 0.23 -0.697
C 2.0860 3.3005 0.3613 -2.42 -1.60 2.88 -0.085
C 1.0385 2.2269 0.1994 -2.05 1.36 -3.66 0.015
C 0.0956 2.4096 -0.8153 1.51 -0.86 0.65 -0.186
C -1.0982 1.5277 -1.1679 0.90 -1.86 0.29 -0.105
C -1.0853 0.1272 -0.7606 0.80 1.26 -0.57 -0.168
C -2.0274 -0.7912 -1.2272 2.93 0.39 2.27 0.259
O -1.9204 -2.1380 -0.9580 0.73 0.24 -0.24 -0.504
C -1.0380 -2.7445 -1.9020 -1.16 -2.92 -0.43 -0.094
C 0.2405 -3.3536 -1.3789 -0.19 1.47 -0.98 -0.091
C 0.7403 -2.9289 -0.1258 -2.52 1.16 0.63 -0.277
C 1.8941 -3.4731 0.2035 2.33 -1.00 1.68 -0.396
S 2.5260 -4.4470 -1.0432 -1.14 -0.28 -1.81 0.383
C 1.0810 -4.1165 -2.1378 0.65 -0.65 2.19 -0.375
C -3.0199 -0.3239 -1.9679 -3.58 -1.65 -1.81 -0.242
C -3.0846 0.9293 -2.4439 -1.31 2.65 -0.72 -0.238
C -2.1270 1.8475 -2.0600 0.86 1.36 0.25 -0.040
Br -2.1953 3.6581 -2.7586 -0.13 -0.71 0.20 0.028
C 0.8541 1.3412 1.3121 -1.10 1.42 -0.56 -0.153
C 1.8705 0.6540 1.8822 2.03 -2.23 1.36 -0.194
C 1.6387 -0.0556 3.0874 -1.52 1.88 -1.36 -0.205
C 0.3878 0.0487 3.6753 0.02 -1.17 1.27 -0.207
C -0.6218 0.7873 3.0972 0.50 0.78 -0.78 -0.212
C -0.3822 1.4798 1.9145 -2.26 -0.34 1.83 -0.173
H 1.4580 3.4467 2.1285 0.07 1.37 -0.38 0.465
H 2.9938 2.8806 0.6160 2.18 -0.97 0.63 0.163
H 2.2024 3.7764 -0.5065 0.25 2.55 -3.19 0.183
H 0.4072 3.1734 -1.5550 -0.76 -0.40 0.48 0.224
H -0.2025 -0.1926 -0.1966 -0.59 -0.09 -0.21 0.222
H -1.6075 -3.5563 -2.3948 -0.11 -0.28 0.71 0.190
H -0.9072 -2.2137 -2.8031 0.65 1.83 -0.56 0.204
H 0.1037 -2.2817 0.5080 0.70 -0.56 -0.26 0.236
H 2.4206 -3.4686 1.2009 -0.58 0.28 -1.43 0.249
H 0.7956 -4.6666 -3.0501 0.78 0.45 0.55 0.244
H -3.8427 -0.9966 -2.2398 0.42 0.04 0.04 0.226
H -3.9766 1.2753 -3.0318 1.17 -0.45 0.50 0.238
H 2.8901 0.5646 1.4195 -1.20 0.37 0.35 0.226
H 2.3981 -0.4962 3.6360 1.48 -1.07 0.60 0.213
H 0.2023 -0.4745 4.6404 0.18 0.50 -0.77 0.217
H -1.5490 0.9956 3.5722 -0.65 -0.33 0.56 0.215
H -1.2756 2.1239 1.6257 1.87 -0.71 -0.39 0.242
```
Positions in Å, forces in eV/Å.

Summary:
SMILES string = OC/C(=C/c1cc(OCc2ccsc2)ccc1Br)c1ccccc1
LUMO = 0.1 eV
Energy relative to the best compared isomer or geometry (same formula, charge and spin) = 42.99 kcal/mol
Highest occupied orbital energy = -8.476 eV
Energy = -3894.8802 hartree
Frontier orbital gap = 8.562 eV